1.
Molecular formula: C4H32NO12
Method: DFT, ωB97M-V with the def2-TZVPD basis set

```
49
Properties=species:S:1:pos:R:3:forces:R:3:mulliken_charge:R:1
O 1.66879 -1.22120 -3.55615 -0.532 1.353 0.017 -0.4265
C 0.73826 -0.47212 -3.37437 0.549 -0.946 -0.112 -0.2183
C 0.69035 0.78324 -2.49181 -1.276 2.346 -1.401 0.1884
N 1.85978 0.93290 -1.52446 0.227 -3.880 -3.639 0.0190
C 1.72183 -0.23040 -0.58311 -0.217 -1.811 1.718 -0.3889
C 2.69557 -0.16102 0.64709 1.061 -2.675 -1.447 -1.0909
H -0.17357 -0.77623 -3.88938 -0.777 0.691 0.075 0.3889
H 0.60757 1.73270 -3.21600 0.660 -1.974 1.370 0.4442
H -0.34257 0.84578 -1.99894 1.735 -0.491 -0.037 -0.1805
H 1.81692 1.80709 -1.03568 -0.011 1.773 0.649 0.3963
H 2.74444 0.89124 -2.16580 -1.606 -0.259 1.790 0.4297
H 1.80806 -1.29425 -1.09909 -0.169 2.893 0.831 0.6002
H 0.69973 -0.17572 -0.14826 0.405 0.315 -0.608 0.0798
H 2.25653 -0.41606 1.61722 -0.375 0.133 -0.499 0.1799
H 3.25719 0.74053 0.76344 0.207 0.781 -0.155 0.4318
H 3.45863 -0.99616 0.42064 -0.791 1.431 0.709 0.1761
H 3.75989 -2.11407 -1.32697 0.639 -1.729 1.095 0.2746
H 3.36301 -2.23031 -2.87513 -0.089 -1.088 -0.313 0.3297
O 3.55416 -1.69450 -2.12623 0.558 2.456 -0.391 -0.5545
H -1.28374 -3.57003 -0.28456 -1.243 -0.097 -0.116 0.3731
H -2.67640 -3.12494 0.36275 1.313 -1.219 -2.228 0.3345
O -2.24749 -3.45791 -0.51844 0.143 1.410 2.543 -0.6890
H -2.01005 2.56757 -1.78760 -0.090 0.733 -3.074 0.2694
H -2.49968 1.66833 -0.70337 0.916 0.895 0.098 0.2839
O -1.92525 2.47286 -0.88417 -1.057 -1.894 3.008 -0.7165
H 2.14386 3.70350 0.12165 -1.739 -1.210 -2.268 0.3521
H 0.69219 3.09169 0.03749 1.333 0.379 -0.663 0.5002
O 1.49842 3.26937 -0.57547 1.122 1.470 2.946 -0.7742
H -1.07554 -2.57798 3.34230 0.091 0.526 0.741 0.2841
H -1.47705 -1.62163 2.14445 0.090 0.156 0.777 0.2736
O -1.22989 -2.51370 2.41051 -0.333 -0.430 -1.568 -0.5965
H -0.64752 3.82439 1.13776 -0.529 2.911 0.476 0.4045
H -0.94510 2.62898 0.45837 -0.284 -0.723 -0.121 0.3865
O -0.34674 2.95334 1.16118 0.151 -1.902 0.081 -0.8023
H -3.74214 0.13884 1.86721 -0.246 0.355 1.980 0.2277
H -4.55147 -0.57467 0.74895 1.187 0.896 0.526 0.2864
O -3.74618 -0.02727 0.95511 -1.120 -1.168 -2.182 -0.4814
H -2.89635 -0.53953 -1.86343 -0.395 -0.543 -0.365 0.2377
H -2.04626 -1.29840 -0.80043 -0.452 -0.055 -0.388 0.1809
O -2.25288 -0.42448 -1.17375 1.032 0.423 0.040 -0.4107
H 1.28216 -3.52698 1.24998 -0.521 0.019 -1.128 0.3372
H 0.25456 -2.48180 0.93469 0.641 -1.239 -0.696 0.2227
O 0.78342 -3.19361 0.46166 -0.099 1.152 1.795 -0.6158
H -2.56820 1.38770 3.61678 0.737 0.744 -0.284 0.2847
H -1.57169 2.45252 2.83956 -0.861 -0.946 0.361 0.3022
O -1.90872 1.52731 2.91008 -0.281 0.503 -0.019 -0.6064
H 0.93099 0.48211 3.68262 -0.417 -0.859 -0.443 0.2949
H -0.38039 0.80154 2.97347 0.855 -2.110 0.264 0.3605
O 0.25857 0.01147 3.13762 -0.142 2.503 0.259 -0.5828
```
Forces are in eV/Å.

Results
Charge ... +1
HOMO level ... -13.1 eV
Gap between HOMO and LUMO ... 10.55 eV
Calculated total energy ... -1128.933083 hartree
Relative energy (zero: lowest compared OMol25 entry of this formula, charge and spin) ... 3.4470 eV

---

2.
Molecular formula: C4H32NO13
Method: DFT, ωB97M-V with the def2-TZVPD basis set

```
50
Properties=species:S:1:pos:R:3:forces:R:3:mulliken_charge:R:1
C -0.10930 -1.09523 0.31414 -0.317 -0.797 1.731 -0.0754
C -1.37518 -1.09396 -0.56475 -0.402 -1.726 0.748 1.1725
C -1.50585 -0.09614 -1.66843 0.194 1.533 -0.318 -1.2746
O -2.57555 -1.20387 0.20895 0.491 0.685 0.374 -0.5395
N 1.07384 -1.22950 -0.52627 -0.655 0.238 0.302 0.4700
C 2.31413 -1.24998 0.16821 0.964 1.867 0.957 -0.6349
O 2.84052 0.03323 0.63735 -0.359 0.691 -0.232 -0.6031
H -0.17911 -2.05458 0.93713 -0.034 1.104 -0.657 0.2510
H -0.03752 -0.29206 1.09353 -0.232 -0.069 -0.922 0.0977
H -1.30147 -2.12598 -0.98697 -0.243 0.841 -0.434 -0.4898
H -0.64886 -0.16802 -2.32398 -0.047 -0.303 -0.566 0.1506
H -2.45056 -0.17593 -2.22547 0.386 -0.452 0.164 0.4041
H -1.45679 0.97274 -1.37683 -0.098 -0.516 0.546 0.0864
H -2.54445 -0.58907 0.95317 0.077 0.251 0.000 0.3795
H 1.00989 -0.52158 -1.26427 0.746 -0.276 0.163 -0.1932
H 3.11284 -1.61132 -0.48533 -0.136 -0.116 0.065 0.2052
H 2.31207 -1.78472 1.12219 -0.679 -0.941 -0.549 0.3562
H -0.53474 -1.33063 3.93855 -0.072 0.088 -0.049 0.2975
H -2.05626 -1.08763 3.98094 0.747 -0.618 -0.237 0.3349
O -1.37321 -1.80247 3.94896 -0.738 0.650 0.152 -0.6507
H 2.17183 0.66030 1.07897 0.189 -1.424 -1.181 0.4590
H 1.87858 1.90730 2.06910 0.114 0.537 -0.283 0.2012
O 1.08049 1.92599 1.52182 0.554 -0.643 1.056 -1.0241
H 0.82204 -2.28021 -3.55763 -0.160 0.111 0.099 0.3969
H 1.06786 -0.87545 -4.16294 -0.371 -0.477 -0.027 0.4004
O 1.19566 -1.82420 -4.32464 0.179 -0.028 -0.286 -0.6987
H 0.50020 -3.00954 -1.16703 1.106 0.178 -0.446 0.3570
H 1.30803 -3.90979 -2.25968 0.371 0.214 0.612 0.2927
O 0.46535 -3.56824 -1.96321 -1.229 -0.579 -0.590 -0.8041
H 0.10542 2.84472 4.03049 -0.218 -0.035 0.102 0.2311
H 0.30176 1.95935 2.64281 -1.108 0.948 0.029 0.4148
O -0.43885 2.31977 3.43626 1.324 -0.516 -0.380 -0.8481
H 0.75764 4.07458 -0.47524 -0.134 0.044 0.256 0.3047
H 0.79558 2.63272 0.11476 0.028 0.148 0.281 0.4532
O 0.45930 3.17857 -0.65316 0.184 0.063 -0.632 -0.7819
H 1.78298 1.41908 -2.85872 -0.139 -0.449 -0.145 0.2336
H 2.27646 0.05676 -3.30900 0.100 -0.050 0.148 0.3197
O 1.46116 0.50840 -3.06223 0.352 0.487 0.060 -0.5769
H -2.44463 -3.79543 -0.50500 -0.266 -0.020 -0.014 0.3000
H -2.81206 -3.35753 0.88446 -0.233 0.281 -0.101 0.3321
O -3.20308 -3.74325 0.09176 0.276 -0.852 -0.011 -0.6407
H -1.38774 3.03024 2.07526 0.260 -0.119 -0.433 0.4296
H -1.40026 3.05279 0.48814 0.390 -0.005 0.122 0.2753
O -1.93987 2.93589 1.27497 -0.758 0.259 0.069 -0.6899
H -1.80816 1.30175 3.34514 -0.384 0.087 0.148 0.3884
H -3.07150 1.63210 2.57603 0.114 -0.186 -0.051 0.2809
O -2.73008 0.98999 3.21373 -0.013 -0.313 0.034 -0.7027
H 2.04066 3.16447 -2.04508 -0.108 -0.068 0.693 0.3464
H 3.45760 2.49902 -1.87258 -0.276 0.051 0.365 0.3375
O 2.79318 2.77657 -2.50839 0.264 0.224 -0.734 -0.7316
```
Forces are in eV/Å.

Results
Charge ... -1
HOMO level ... -6.5 eV
Gap between HOMO and LUMO ... 9.09 eV
Calculated total energy ... -1204.544797 hartree
Relative energy (zero: lowest compared OMol25 entry of this formula, charge and spin) ... 0.0000 eV

---

3.
Molecular formula: C4H33N2O14
Method: DFT, ωB97M-V with the def2-TZVPD basis set

```
53
Properties=species:S:1:pos:R:3:forces:R:3:mulliken_charge:R:1
C -0.10966 -0.00301 1.37673 0.338 1.961 1.274 -0.2962
N -0.50021 -1.36275 1.63534 -1.278 0.912 -1.394 0.1824
C -1.29355 -1.99090 0.69129 2.060 -0.525 2.305 -0.0909
O -1.21612 -3.21107 0.63002 -1.104 0.097 -0.859 -0.7770
C 1.25459 0.28027 0.75279 -0.485 -0.229 0.125 -0.0563
N 1.34773 -0.17795 -0.62847 1.203 -0.832 0.500 0.0512
C 0.91724 0.78858 -1.68012 -1.767 1.117 1.639 0.2539
O 0.94166 2.08328 -1.22334 0.481 0.088 -0.969 -0.9105
H -0.13453 0.59145 2.30750 0.166 -0.394 0.139 0.0882
H -0.81248 0.60606 0.79215 -0.355 -0.892 -0.350 -0.1124
H -0.10303 -1.89959 2.38812 0.463 -0.130 -0.284 0.4911
H -1.90166 -1.26522 0.15680 -0.174 -0.511 -0.583 0.4378
H 2.04825 -0.16666 1.36308 -0.116 -0.288 -0.042 0.4794
H 1.42071 1.35093 0.86855 -0.016 0.168 -0.351 -0.6132
H 2.33860 -0.37050 -0.71898 0.036 0.233 -0.707 0.3042
H -0.14951 0.55538 -1.83562 0.060 -0.470 -0.448 -0.6588
H 1.45388 0.53870 -2.60136 0.357 0.077 -0.035 0.4731
H -0.70856 -3.95686 -1.29945 -0.927 0.122 -0.572 0.3287
H 0.65323 -3.80914 -1.51663 0.593 0.103 -0.938 0.3161
O -0.13028 -3.89392 -2.08290 0.049 -0.269 1.526 -0.6518
H -1.32614 1.79868 4.17431 0.052 0.653 0.360 0.3223
H -2.28494 1.34334 3.22026 -0.731 0.083 -0.141 0.3338
O -2.12271 2.13934 3.74476 0.604 -0.757 -0.108 -0.6199
H 1.19439 3.42456 1.14044 0.192 -0.137 -1.062 0.3440
H 1.76317 4.64472 0.24324 -0.053 -0.902 -0.475 0.3042
O 1.37517 4.35987 1.06573 -0.106 1.090 1.532 -0.6546
H -4.14470 1.21203 -2.09596 0.100 -0.038 0.044 0.3365
H -2.69449 1.08613 -2.35079 -0.086 0.668 0.050 0.3436
O -3.53725 0.91060 -2.78360 -0.072 0.072 -0.254 -0.6836
H -2.27658 -1.37243 3.87743 0.021 0.002 -0.043 0.3059
H -3.49803 -1.25437 2.99047 -0.013 0.005 -0.005 0.3167
O -3.07997 -0.85472 3.76080 0.008 0.004 -0.065 -0.6304
H 2.44297 -3.41260 1.79769 0.404 -0.218 0.441 0.3701
H 1.11105 -3.17261 1.33740 -0.875 -0.165 0.003 0.2521
O 1.54054 -3.53410 2.12110 0.534 0.290 -0.525 -0.6379
H 2.18218 -2.06454 -2.34639 -0.829 0.216 0.208 0.2990
H 1.14106 -2.69768 -3.38599 -0.711 0.209 0.649 0.3409
O 2.05059 -2.53389 -3.16785 1.648 -0.292 -0.841 -0.6615
H -2.37854 2.77934 -0.58650 0.449 -0.366 1.077 0.4205
H -2.94499 1.77933 0.59573 0.441 0.545 0.242 0.1988
O -2.99721 2.04703 -0.31811 -0.816 -0.359 -0.931 -0.6479
H -0.31808 2.97772 -1.19187 0.654 -0.103 -0.344 0.4665
H -1.45012 4.09997 -1.68978 0.522 -0.104 -0.397 0.2489
O -1.00856 3.68114 -0.94878 -1.031 0.325 0.439 -0.8216
H -2.17300 -0.41780 -2.24386 -0.164 -0.908 -0.117 0.1320
H -1.79915 -1.84943 -2.70901 0.127 -0.045 -0.175 0.2306
O -1.96487 -1.31271 -1.93358 -0.020 0.230 0.086 -0.4476
H 2.73932 2.58340 -1.58658 -0.694 -0.566 0.215 0.3147
H 4.01051 1.67372 -1.79500 -0.217 0.026 -0.248 0.2665
O 3.62191 2.35881 -1.24996 1.024 0.338 0.286 -0.6295
H 3.31285 -1.30836 0.58227 -0.485 0.384 -0.287 0.3807
H 4.20964 -1.83396 1.64217 0.246 -0.048 -0.001 0.3517
O 3.98769 -1.96759 0.71433 0.292 -0.466 0.407 -0.6845
```
Forces are in eV/Å.

Results
Charge ... -1
HOMO level ... -5.3 eV
Gap between HOMO and LUMO ... 7.64 eV
Calculated total energy ... -1335.097914 hartree
Relative energy (zero: lowest compared OMol25 entry of this formula, charge and spin) ... 5.6194 eV

---

4.
Molecular formula: C4H33NO16
Method: DFT, ωB97M-V with the def2-TZVPD basis set

```
54
Properties=species:S:1:pos:R:3:forces:R:3:mulliken_charge:R:1
C 0.47105 1.37896 -0.56549 -1.492 -0.706 0.177 -0.1641
C 1.82028 1.02569 0.01372 -0.490 0.152 0.609 -0.5451
C 2.50412 -0.21976 -0.48781 0.213 0.178 -1.217 -0.4638
O 2.35363 -0.26123 -1.92518 -0.159 -0.468 -0.602 -0.4077
N -0.56913 0.34705 -0.21789 0.468 -1.123 -0.117 0.3513
C -1.80493 0.36512 -0.77695 1.240 2.593 -0.664 0.2073
O -1.90205 1.58323 -1.43454 -0.823 -0.628 0.093 -0.5003
O -2.73037 -0.41006 -0.74592 0.215 -0.820 0.196 -0.6511
H 0.43677 1.54640 -1.63243 0.315 -0.070 -0.090 -0.0950
H 0.04764 2.24628 -0.07951 0.553 0.482 0.035 0.4203
H 2.49544 1.87539 -0.14485 -0.058 -0.004 -0.147 0.4481
H 1.63282 0.99537 1.08460 0.501 -0.292 -0.023 0.2170
H 2.09362 -1.19422 -0.21850 -0.258 0.453 0.434 0.5790
H -0.21934 -0.58856 -0.06448 -0.074 0.018 0.230 0.1953
H -2.74845 1.55261 -1.89920 -0.080 0.092 0.092 0.3789
H -1.04438 1.26898 4.36896 -0.347 -0.436 0.194 0.3183
H -2.56204 1.26109 3.98474 0.346 -0.271 -0.235 0.3494
O -1.80486 1.83110 4.19647 0.189 0.496 0.001 -0.6836
H 0.25636 2.72421 -3.75658 -0.300 0.085 0.234 0.2930
H 1.31562 3.30373 -2.77920 -0.478 -0.066 0.033 0.3246
O 1.19486 2.84775 -3.62079 0.704 -0.145 -0.293 -0.6440
H -0.15711 -1.88588 3.05680 -0.694 -0.511 -0.264 0.3516
H -0.83873 -1.72257 4.39022 -0.113 0.016 -0.072 0.3026
O -0.00928 -1.55077 3.93592 0.157 0.388 0.588 -0.6356
H -2.04488 -4.41671 -0.22176 -0.048 0.013 -0.005 0.3146
H -2.51809 -3.30191 -1.14703 -0.211 -0.186 -0.105 0.3714
O -2.65468 -3.67211 -0.26524 0.166 -0.033 0.170 -0.6655
H 2.80247 -3.36149 -2.36785 -0.706 0.438 -0.027 0.2889
H 3.39949 -1.92250 -1.92615 -0.848 -0.247 -0.228 0.4118
O 3.56118 -2.85110 -2.11204 1.582 -0.507 0.139 -0.6671
H -1.90794 -1.87001 -2.15908 -0.015 0.415 -0.163 0.3848
H -1.80327 -2.14861 -3.65699 -0.118 0.016 -0.083 0.2725
O -2.00542 -2.56691 -2.82011 0.009 -0.245 0.257 -0.7431
H 1.11921 5.20929 -1.42976 -0.108 0.095 0.116 0.2828
H -0.07000 4.62654 -0.66509 -0.801 0.221 0.291 0.2830
O 0.75472 4.39509 -1.06712 1.032 -0.147 -0.459 -0.5778
H 2.53840 -0.85650 2.34972 0.634 -0.368 -0.243 0.3463
H 1.22138 -1.39856 2.34467 -0.092 -0.332 -0.002 0.1513
O 2.09289 -1.65828 2.03423 -0.118 0.796 0.265 -0.5635
H -3.41918 0.19650 1.85800 -0.032 0.726 -0.147 0.3061
H -3.45574 -0.98794 2.66128 0.190 0.245 0.679 0.4125
O -3.57007 -0.02059 2.78341 -0.119 -0.600 -0.460 -0.6896
H -2.51301 -2.59336 1.28561 0.016 -0.138 0.105 0.3732
H -3.09913 -3.16122 2.56729 0.116 -0.090 0.006 0.3027
O -2.49022 -2.47998 2.25956 -0.144 -0.155 -0.182 -0.6580
H 0.77079 0.09063 -3.32047 0.059 0.475 0.950 0.1870
H -0.10970 -0.87072 -3.88599 -0.580 -0.303 0.131 0.2890
O -0.10703 -0.27118 -3.12876 0.268 -0.220 -1.259 -0.4862
H 1.06095 3.05630 2.45392 0.139 0.535 -0.057 0.2638
H 0.12157 2.01837 3.01344 -0.140 0.023 -0.101 0.2970
O 0.97888 2.11535 2.57797 -0.303 -0.246 0.497 -0.5711
H 3.02341 0.09909 -2.51308 0.496 0.491 0.704 0.2753
H 4.26207 0.57168 -0.09723 -0.223 0.128 -0.047 0.3769
O 3.82944 -0.28907 -0.08746 0.365 -0.217 0.063 -0.5156
```
Forces are in eV/Å.

Results
HOMO level ... -10.2 eV
Gap between HOMO and LUMO ... 10.10 eV
Calculated total energy ... -1430.808352 hartree
Relative energy (zero: lowest compared OMol25 entry of this formula, charge and spin) ... 2.4622 eV